11 unconnected molecules or ions with the total composition C42H114N8O13 in a non-equilibrium geometry. Source: the Open Molecules 2025 dataset; level of theory: ωB97M-V/def2-TZVPD.

```
177
Properties=species:S:1:pos:R:3
C -20.3961 6.3811 19.1394
C -20.1314 5.7921 17.7645
C -21.2707 4.8676 17.3155
O -21.7705 3.9193 18.2662
C -21.0303 2.7435 18.4335
N -20.1042 6.8919 16.8011
H -20.5903 5.6105 19.8880
H -21.2504 7.0603 19.1374
H -19.5077 6.9200 19.4800
H -19.1664 5.2657 17.7977
H -20.9652 4.3153 16.4205
H -22.1434 5.5150 17.2217
H -21.2613 2.3189 19.4049
H -19.9334 2.8906 18.4512
H -21.1495 2.0708 17.5736
H -20.2740 6.6616 15.8293
H -19.1977 7.3589 16.8156
C -19.8435 11.5152 15.7337
C -19.5062 10.1428 16.2813
C -18.0166 9.9087 16.4306
O -17.7112 8.5301 16.3476
C -16.3220 8.3326 16.2446
N -20.2874 9.8487 17.4958
H -19.4862 11.6891 14.7162
H -19.4572 12.3136 16.3782
H -20.9244 11.6495 15.7115
H -19.8790 9.4186 15.5450
H -17.6494 10.4131 17.3393
H -17.5122 10.4460 15.6101
H -15.8738 8.9158 15.4308
H -16.0623 7.2921 16.0533
H -15.8421 8.6448 17.1837
H -19.7056 10.0437 18.3094
H -20.4362 8.8361 17.5313
C -15.6784 -2.6851 16.1308
C -15.6346 -2.0490 17.5091
C -16.3499 -0.7400 17.5482
O -15.7960 0.1378 16.5986
C -16.2933 1.4456 16.7375
N -16.2388 -2.9588 18.5307
H -16.7138 -2.9091 15.8408
H -15.1141 -3.6167 16.0952
H -15.3380 -2.0089 15.3437
H -14.5854 -1.8998 17.7691
H -16.2055 -0.3258 18.5615
H -17.4418 -0.8327 17.4550
H -15.8555 1.9683 15.8885
H -15.9468 1.8892 17.6828
H -17.3850 1.5479 16.7555
H -15.4950 -3.5524 18.8778
H -16.8770 -3.5717 18.0333
C -18.4824 5.6306 22.2424
C -17.6264 4.6879 21.4096
C -16.8089 5.3615 20.3247
O -15.9223 4.3897 19.8267
C -14.9381 4.8829 18.9667
N -16.7159 4.0217 22.3605
H -19.0640 6.3009 21.6000
H -17.8788 6.2836 22.8722
H -19.2431 5.0868 22.8005
H -18.2456 3.9107 20.9600
H -16.2639 6.2206 20.7483
H -17.4379 5.7445 19.5069
H -14.0392 5.2459 19.4825
H -15.2428 5.7299 18.3325
H -14.6921 4.0667 18.2897
H -16.4244 4.6547 23.0865
H -15.8852 3.7114 21.8659
C -10.5859 10.5008 19.3780
C -11.6645 9.9786 20.3323
C -11.8761 8.4691 20.2375
O -12.0683 8.0079 18.9261
C -13.3170 8.3420 18.3986
N -11.3585 10.3246 21.7308
H -9.5921 10.2618 19.7640
H -10.6961 11.5767 19.2358
H -10.6055 10.0439 18.3834
H -12.6280 10.4537 20.1251
H -12.7612 8.2759 20.8668
H -11.0455 7.9345 20.7038
H -13.5212 9.4147 18.2974
H -14.1164 7.8246 18.9460
H -13.3603 7.9767 17.3682
H -11.1162 11.3015 21.8153
H -10.5875 9.7512 22.0524
C -16.5475 11.1528 20.8990
C -16.7727 9.7191 21.3809
C -17.7483 9.0078 20.4659
O -19.0437 9.5393 20.4868
C -19.7415 9.3481 21.7168
N -15.5187 8.9796 21.4365
H -16.0535 11.1442 19.9216
H -15.8593 11.6273 21.6014
H -17.4727 11.7205 20.8006
H -17.2467 9.7593 22.3638
H -17.8085 7.9340 20.6888
H -17.3867 9.0342 19.4277
H -20.7764 9.1760 21.4334
H -19.6517 10.2733 22.2924
H -19.3366 8.5197 22.2996
H -14.8975 9.3584 22.1418
H -15.0268 8.9943 20.5522
C -14.9271 6.5529 24.0442
C -14.5498 5.2877 24.7998
O -15.7497 4.5203 25.1257
H -15.5039 7.1898 24.7149
H -15.4183 6.3654 23.0986
H -13.9688 7.0678 23.8931
H -14.0039 5.4126 25.7322
H -13.9228 4.6361 24.1775
H -15.8461 3.9355 24.3666
C -19.1111 9.0428 26.1943
C -18.0581 8.3549 25.3699
O -17.1178 9.3227 24.9267
H -18.6446 9.4000 27.1149
H -19.9452 8.3671 26.3707
H -19.4856 9.9385 25.6975
H -18.5003 7.8371 24.5028
H -17.5583 7.5084 25.8582
H -16.6284 9.0427 24.1499
C -20.2384 1.0262 22.2274
C -21.5808 0.6801 21.6115
O -22.2320 -0.2458 22.4900
H -19.9969 2.0775 22.0769
H -19.4373 0.4029 21.8419
H -20.2758 1.0065 23.3183
H -21.4009 0.2330 20.6292
H -22.2165 1.5671 21.5239
H -23.0842 -0.4759 22.1091
C -22.4956 6.7407 22.3698
O -21.7582 7.1631 23.5080
C -22.5712 7.6410 24.5670
C -23.1826 6.5501 25.3911
N -23.7366 7.0574 26.6035
C -24.5458 6.1840 27.3935
C -24.8777 6.8254 28.7275
O -23.7148 7.4263 29.2580
C -24.0094 8.3021 30.3082
H -23.4027 7.3355 22.2193
H -22.7800 5.6866 22.4554
H -21.8499 6.8701 21.5027
H -23.2810 8.3975 24.2084
H -21.8814 8.2447 25.1710
H -22.4631 5.7288 25.5855
H -23.9367 5.9788 24.8268
H -23.1465 7.6711 27.1398
H -24.1445 5.1611 27.5196
H -25.4766 5.9963 26.8377
H -25.2687 6.0766 29.4223
H -25.5995 7.6325 28.5578
H -24.8259 9.0030 30.1167
H -23.0832 8.8096 30.5810
H -24.2758 7.7566 31.2320
C -12.7172 3.6706 16.0888
O -11.6252 3.5640 16.9350
C -11.2814 4.8074 17.5587
C -9.9509 4.6090 18.2148
N -8.9818 4.2005 17.2017
C -7.6131 4.1261 17.6882
C -6.7727 3.3826 16.6779
O -7.2545 2.0623 16.5772
C -6.6388 1.3378 15.5090
H -13.6242 4.1327 16.5059
H -13.0840 2.6545 15.9048
H -12.4810 4.1239 15.1202
H -12.1299 5.0376 18.2180
H -11.3092 5.6124 16.8113
H -10.0913 3.8444 18.9949
H -9.6044 5.5453 18.6589
H -9.2933 3.2828 16.9005
H -7.5790 3.6633 18.6865
H -7.2143 5.1429 17.7705
H -5.7104 3.4205 16.9543
H -6.8737 3.9012 15.7136
H -6.7900 0.2851 15.7405
H -5.5796 1.5781 15.4209
H -7.1795 1.5445 14.5798
```

## Properties
Electronic energy ... -83933.771 eV
LUMO level ... 0.416 eV
HOMO energy ... -8.354 eV
Gap between HOMO and LUMO ... 8.770 eV
SMILES ... COC[C@H](C)N.COC[C@H](C)N.COC[C@H](C)N.COC[C@H](C)N.COC[C@H](C)N.COC[C@H](C)N.COCCNCCOC.COCCNCCOC.CCO.CCO.CCO

These are the Mulliken partial charges, in e, on atoms 1 to 5: C -0.77; C 1.32; C -1.18; O -0.35; C -0.19